Below is an isolated ion of composition C15H36BNO4PS and charge -1 at a distorted geometry, with properties calculated with ωB97M-V with the def2-TZVPD basis set.

* Kohn-Sham gap: 6.28 eV
* largest force on an atom: 7.875 eV Å⁻¹
* relative energy (zero: lowest compared OMol25 entry of this formula, charge and spin): 187.9 kcal per mole

ORCA input file:
```
! RIJCOSX wB97M-V def2-TZVPD def2/J DEFGRID3
* xyz -1 1
C -3.160 0.000 3.177
C -2.799 -1.531 2.713
C -1.263 -1.571 2.128
C -1.189 -0.960 0.572
N 0.047 -1.134 -0.163
P 1.409 -0.075 -0.060
C 2.525 -1.172 -1.227
C 4.146 -0.994 -0.854
O 4.877 -2.133 -0.704
C 0.909 1.005 -1.595
C -0.387 0.501 -2.416
C -0.201 -0.827 -3.366
C -1.750 -1.401 -3.634
O -2.503 -0.289 -4.232
C -3.693 0.055 -3.438
C 0.578 1.180 1.182
S 1.805 2.629 1.440
C 0.872 4.199 0.942
C 1.811 5.331 0.218
B 2.188 -1.106 1.390
O 2.858 -0.346 2.488
O 2.134 -2.577 1.503
C 1.732 -3.024 2.845
H -3.913 -0.057 4.072
H -2.124 0.511 3.468
H -3.619 0.549 2.236
H -3.500 -1.874 1.810
H -2.999 -2.344 3.564
H -0.447 -1.146 2.840
H -1.003 -2.729 1.990
H -1.789 0.069 0.470
H -1.967 -1.703 0.029
H 0.183 -1.997 -0.719
H 2.561 0.782 0.052
H 2.394 -0.908 -2.358
H 2.304 -2.314 -1.086
H 4.676 0.044 -0.756
H 1.832 1.196 -2.328
H 0.659 2.088 -1.158
H -0.627 1.379 -3.195
H -1.403 0.429 -1.793
H 0.200 -0.551 -4.457
H 0.365 -1.722 -2.874
H -2.191 -1.753 -2.583
H -1.722 -2.343 -4.355
H -3.468 0.691 -2.470
H -4.340 -0.871 -3.113
H -4.354 0.765 -4.133
H 0.440 0.739 2.253
H -0.367 1.693 0.722
H 0.256 4.646 1.839
H 0.071 3.856 0.133
H 2.090 6.163 0.997
H 1.147 5.871 -0.610
H 2.741 4.875 -0.349
H 2.176 -0.193 3.231
H 2.598 -3.583 3.445
H 0.864 -3.835 2.725
H 1.333 -2.184 3.554
*
```

Löwdin atomic charge list, values in e, 8 entries: number 1, C, carries -0.150; number 2, C, carries -0.274; number 3, C, carries -0.202; number 4, C, carries -0.289; number 5, N, carries -0.206; number 6, P, carries 0.423; number 7, C, carries -0.269; number 8, C, carries -0.147